{
  "formula": "CH6NO",
  "method": "ωB97M-V/def2-TZVPD",
  "e_above_lowest_kcal_mol": 7.8,
  "largest_force_ev_per_a": 0.67,
  "multiplicity": 1,
  "homo_ev": -2.3,
  "charge": -1,
  "gap_ev": 7.0,
  "energy_ev": -4671.03027,
  "symbols": ["O", "H", "C", "N", "H", "H", "H", "H", "H"],
  "xyz": [[1.97493, -0.13537, 0.09881], [2.88568, 0.14581, 0.05281], [-0.83329, -0.24973, -0.65999], [-1.34714, 0.28295, 0.62038], [-0.21522, 0.49197, -1.15043], [-1.62771, -0.50959, -1.37225], [-0.25422, -1.13697, -0.38835], [-0.53061, 0.30748, 1.23100], [-1.54336, 1.27861, 0.55023]],
  "atomic_forces_ev_per_a": [[-0.526, -0.078, 0.047], [0.477, 0.127, 0.062], [-0.285, 0.204, 0.260], [0.019, 0.219, 0.344], [0.602, -0.270, -0.101], [-0.271, -0.107, 0.372], [0.135, 0.337, -0.511], [0.074, -0.323, -0.100], [-0.225, -0.109, -0.373]]
}

{
  "formula": "CH6NO",
  "method": "ωB97M-V/def2-TZVPD",
  "e_above_lowest_kcal_mol": 9.5,
  "largest_force_ev_per_a": 0.88,
  "multiplicity": 1,
  "homo_ev": -2.2,
  "charge": -1,
  "gap_ev": 6.7,
  "energy_ev": -4670.95647,
  "symbols": ["O", "H", "C", "N", "H", "H", "H", "H", "H"],
  "xyz": [[-0.42486, 1.10263, 2.42095], [0.13658, 1.21191, 1.65041], [-0.48677, -0.34214, -0.81155], [0.94846, -0.14892, -0.53402], [-1.12005, -0.42815, 0.07137], [-0.81678, 0.45500, -1.47836], [-0.56994, -1.27903, -1.37668], [1.31922, -1.03604, -0.21551], [1.01413, 0.46473, 0.27338]],
  "atomic_forces_ev_per_a": [[-0.117, -0.160, 0.103], [0.088, 0.215, -0.071], [0.458, -0.537, -0.533], [-0.239, -0.002, 0.105], [0.056, 0.324, 0.136], [-0.243, 0.066, 0.193], [-0.146, 0.098, -0.059], [0.051, 0.060, 0.129], [0.092, -0.065, -0.002]]
}

{
  "formula": "CH6NO",
  "method": "ωB97M-V/def2-TZVPD",
  "e_above_lowest_kcal_mol": 8.0,
  "largest_force_ev_per_a": 1.52,
  "multiplicity": 1,
  "homo_ev": -16.7,
  "charge": 1,
  "gap_ev": 11.2,
  "energy_ev": -4664.42134,
  "symbols": ["O", "H", "H", "H", "C", "N", "H", "H", "H"],
  "xyz": [[-1.77455, -0.53051, -0.35051], [-0.38276, 0.39241, 0.20423], [-1.77250, -1.10246, -1.12768], [-2.67491, -0.62698, -0.02505], [1.66691, 0.28013, -0.13599], [0.60137, 0.39546, 0.55655], [1.54569, -0.01661, -1.17303], [2.54581, 0.65392, 0.38866], [0.71874, 0.64114, 1.53805]],
  "atomic_forces_ev_per_a": [[-0.158, -0.195, -0.253], [0.354, -1.018, -0.116], [0.173, 0.059, -0.067], [-0.108, 0.217, 0.262], [-1.165, 0.833, 0.495], [0.127, 0.670, 0.366], [0.540, 0.126, 0.016], [0.445, -0.857, -0.597], [-0.208, 0.166, -0.107]]
}